(1)
{"formula": "C44H38As3AuN3O10", "method": "ωB97M-V/def2-TZVPD", "species": ["Au", "O", "N", "O", "C", "C", "C", "C", "C", "C", "N", "C", "C", "N", "C", "C", "C", "C", "H", "H", "H", "H", "H", "H", "H", "C", "O", "C", "O", "C", "C", "As", "C", "C", "C", "As", "C", "C", "O", "O", "C", "C", "O", "O", "C", "C", "O", "O", "C", "H", "H", "H", "H", "H", "H", "H", "H", "H", "H", "H", "H", "H", "H", "H", "H", "H", "H", "C", "C", "C", "C", "C", "C", "As", "C", "C", "C", "C", "C", "C", "C", "C", "C", "C", "C", "C", "H", "H", "H", "H", "H", "H", "H", "H", "H", "H", "H", "H", "H"], "coordinates": [[-1.1943, 1.0221, 0.1004], [-2.1562, 0.5044, 7.6642], [-1.3288, 0.9231, 6.8976], [-0.3123, 1.5111, 7.2052], [-1.5540, 0.6678, 5.4456], [-2.4788, -0.2543, 5.1508], [-2.7619, -0.5954, 3.7858], [-3.7373, -1.5439, 3.4254], [-3.9795, -1.7929, 2.1000], [-3.2349, -1.1051, 1.1394], [-2.3032, -0.2185, 1.4682], [-2.0697, 0.0478, 2.7742], [-1.0786, 1.0420, 3.0995], [-0.4288, 1.6358, 2.0656], [0.4869, 2.5635, 2.2873], [0.8113, 2.9596, 3.5833], [0.1720, 2.3765, 4.6469], [-0.8010, 1.3738, 4.4278], [-3.0170, -0.7393, 5.9549], [-4.2898, -2.0633, 4.1996], [-4.7348, -2.5003, 1.7863], [-3.4018, -1.2747, 0.0824], [0.9767, 2.9951, 1.4237], [1.5617, 3.7227, 3.7409], [0.4122, 2.6759, 5.6537], [2.1375, -1.7636, 3.8136], [2.4762, -3.1325, 3.5632], [2.4873, -3.7741, 2.3967], [2.8129, -4.9256, 2.3789], [2.0864, -3.1378, 1.0526], [2.5180, -3.8156, -0.0207], [1.7180, -4.2348, -1.7865], [3.1422, -3.7335, -3.0094], [0.4484, -2.6540, -1.7384], [0.0550, -2.6109, -0.4638], [0.9161, -1.4637, 0.8952], [2.2846, -0.4788, -0.0963], [-0.5884, -3.7942, 0.2829], [-0.8322, -3.7225, 1.4589], [-0.8669, -4.8081, -0.5083], [-1.4639, -5.9733, 0.1515], [0.4029, -1.4216, -2.6164], [0.2471, -0.3417, -2.0962], [0.4487, -1.5257, -3.9252], [0.3198, -2.7627, -4.6783], [3.4410, -5.0206, -0.1127], [2.9119, -5.9256, -0.7756], [4.7056, -5.0785, 0.1353], [5.4479, -4.0078, 0.7823], [2.4273, -1.5867, 4.8435], [1.0694, -1.6066, 3.7035], [2.7076, -1.0877, 3.1773], [4.0285, -4.2855, -2.6998], [3.3321, -2.6627, -2.9698], [2.8818, -4.0412, -4.0169], [2.6571, -1.0363, -0.9523], [3.1051, -0.3161, 0.6036], [1.8996, 0.4811, -0.4291], [-1.7816, -6.6238, -0.6520], [-2.3019, -5.6522, 0.7601], [-0.7102, -6.4503, 0.7710], [1.2376, -2.9032, -5.2368], [-0.5110, -2.6242, -5.3604], [0.1115, -3.6089, -4.0326], [6.4413, -4.4094, 0.9341], [5.0146, -3.7583, 1.7387], [5.4923, -3.1458, 0.1208], [3.3686, 4.2574, -3.2247], [2.5573, 5.1037, -2.4817], [1.3746, 4.6299, -1.9308], [1.0222, 3.2996, -2.1461], [1.8266, 2.4391, -2.8910], [3.0010, 2.9323, -3.4342], [-0.6764, 2.7246, -1.5170], [-1.9453, 2.4213, -2.8954], [-1.8583, 1.5480, -3.9758], [-2.9040, 1.5312, -4.8812], [-4.0111, 2.3501, -4.6764], [-4.0787, 3.2187, -3.5883], [-3.0397, 3.2663, -2.6817], [-2.9232, 4.2108, -1.5270], [-3.8766, 5.1383, -1.1453], [-3.6208, 6.0009, -0.0828], [-2.4190, 5.9451, 0.6079], [-1.4614, 5.0065, 0.2486], [-1.7221, 4.1638, -0.8222], [4.2917, 4.6330, -3.6471], [2.8350, 6.1400, -2.3407], [0.7338, 5.3002, -1.3762], [1.5355, 1.4101, -3.0566], [3.6292, 2.2851, -4.0329], [-0.9897, 0.9181, -4.1185], [-2.8604, 0.8874, -5.7489], [-4.8324, 2.3235, -5.3818], [-4.9387, 3.8669, -3.4748], [-4.8199, 5.2053, -1.6724], [-4.3688, 6.7296, 0.2026], [-2.2244, 6.6386, 1.4152], [-0.5198, 4.9658, 0.7823]], "largest_force_ev_per_a": 0.65, "multiplicity": 3, "total_charge": 3, "homo_lumo_gap_ev": [6.21, 4.95], "s_squared": 2.02}

---

(2)
{"formula": "C44H38AuN4O4", "method": "ωB97M-V/def2-TZVPD", "species": ["Au", "O", "C", "C", "C", "C", "C", "C", "C", "C", "C", "O", "C", "C", "C", "C", "C", "C", "C", "C", "C", "C", "C", "C", "N", "C", "C", "C", "C", "C", "C", "C", "C", "C", "C", "C", "C", "H", "H", "H", "H", "H", "H", "H", "H", "H", "H", "H", "H", "H", "H", "H", "H", "H", "H", "H", "H", "H", "H", "H", "H", "H", "H", "H", "O", "N", "C", "C", "C", "C", "C", "H", "H", "H", "H", "H", "N", "C", "O", "C", "C", "C", "C", "N", "C", "H", "H", "H", "H", "H", "H"], "coordinates": [[-0.6998, -0.4355, -0.9093], [-0.8491, -0.7901, 1.2415], [0.1649, -1.3322, 1.9695], [1.1809, -2.1254, 1.0827], [2.0204, -1.1506, 0.3161], [3.3832, -1.0373, 0.4997], [4.1125, -0.1454, -0.2891], [3.4352, 0.6438, -1.2169], [2.0631, 0.5349, -1.3355], [1.2637, 1.3867, -2.2642], [0.2922, 2.3543, -1.5060], [-0.7470, 1.6868, -0.9323], [0.9997, 3.2309, -0.4791], [0.2140, 3.7453, 0.5451], [0.7503, 4.5915, 1.4960], [2.0870, 4.9506, 1.4243], [2.8725, 4.4568, 0.3978], [2.3344, 3.6030, -0.5498], [-0.2615, 3.3107, -2.5839], [-1.5398, 3.1083, -3.0809], [-2.0652, 3.9669, -4.0303], [-1.3157, 5.0331, -4.4947], [-0.0354, 5.2313, -4.0071], [0.4914, 4.3752, -3.0572], [1.3985, -0.3780, -0.5958], [1.0598, -0.3765, 2.7508], [1.1375, 0.9634, 2.4164], [2.0901, 1.7741, 3.0106], [2.9559, 1.2602, 3.9579], [2.8553, -0.0707, 4.3283], [1.9181, -0.8860, 3.7234], [-0.6330, -2.2438, 2.9162], [-0.9942, -1.7608, 4.1692], [-1.7980, -2.5161, 5.0046], [-2.2920, -3.7384, 4.5798], [-1.9722, -4.2000, 3.3141], [-1.1468, -3.4596, 2.4853], [1.8094, -2.7554, 1.7111], [0.6197, -2.7451, 0.3867], [3.8776, -1.6429, 1.2418], [5.1835, -0.0620, -0.1896], [3.9813, 1.3268, -1.8515], [1.9138, 1.9686, -2.9170], [0.6086, 0.7645, -2.8846], [-0.8259, 3.4562, 0.5775], [0.1258, 4.9712, 2.2932], [2.5205, 5.6024, 2.1692], [3.9129, 4.7405, 0.3251], [2.9757, 3.2465, -1.3392], [-2.1099, 2.2724, -2.7070], [-3.0665, 3.8098, -4.4062], [-1.7263, 5.7150, -5.2252], [0.5561, 6.0635, -4.3600], [1.4882, 4.5513, -2.6820], [0.4528, 1.3537, 1.6802], [2.1563, 2.8117, 2.7291], [3.7094, 1.8913, 4.4061], [3.5081, -0.4733, 5.0886], [1.8428, -1.9251, 4.0137], [-0.6536, -0.7859, 4.4839], [-2.0537, -2.1350, 5.9825], [-2.9353, -4.3207, 5.2238], [-2.3836, -5.1338, 2.9594], [-0.9293, -3.8227, 1.4915], [-2.5642, -0.3872, -2.0734], [-3.6659, -0.1032, -1.4293], [-4.6438, 0.5504, -2.1024], [-5.8656, 0.7691, -1.5274], [-6.1110, 0.3181, -0.2314], [-5.0700, -0.3048, 0.4589], [-3.8565, -0.4908, -0.1479], [-4.3985, 0.8447, -3.1094], [-6.6273, 1.2875, -2.0858], [-7.0742, 0.4566, 0.2278], [-5.2040, -0.6489, 1.4729], [-3.0019, -0.9316, 0.3439], [3.2268, -4.0798, -2.1608], [2.1890, -4.9636, -2.2934], [2.3868, -6.1342, -2.5703], [0.8395, -4.4215, -2.0705], [-0.2368, -5.3246, -1.8713], [-1.4808, -4.8192, -1.5742], [-1.6469, -3.4463, -1.4290], [-0.6363, -2.5902, -1.6502], [0.5475, -3.0641, -2.0013], [4.1577, -4.4575, -2.2040], [3.1150, -3.1879, -1.7166], [-0.0481, -6.3826, -1.9628], [-2.3233, -5.4744, -1.4195], [-2.5869, -3.0042, -1.1436], [1.2941, -2.3141, -2.2248]], "largest_force_ev_per_a": 1.78, "multiplicity": 2, "total_charge": 0, "homo_lumo_gap_ev": [6.81, 6.55], "s_squared": 0.76}